{"formula": "C23H29N3O4", "method": "ωB97M-V with the def2-TZVPD basis set", "symbols": ["C", "C", "O", "C", "C", "C", "C", "C", "O", "C", "C", "C", "C", "C", "O", "N", "C", "C", "C", "N", "C", "C", "C", "C", "C", "C", "C", "N", "O", "C", "H", "H", "H", "H", "H", "H", "H", "H", "H", "H", "H", "H", "H", "H", "H", "H", "H", "H", "H", "H", "H", "H", "H", "H", "H", "H", "H", "H", "H"], "coordinates": [[0.073801, 3.354386, 5.208096], [0.176855, 3.404946, 3.705166], [-0.407996, 4.238346, 3.051123], [1.039827, 2.381849, 3.053119], [1.371041, 2.571146, 1.710267], [2.176236, 1.659337, 1.060806], [2.642198, 0.532460, 1.719746], [2.289147, 0.315698, 3.048350], [2.657306, -0.779458, 3.784752], [3.081700, -1.934334, 3.090568], [2.082011, -2.325808, 2.050584], [0.716496, -2.314158, 2.072875], [0.358899, -2.620212, 0.733595], [-1.026798, -2.749659, 0.184829], [-1.594526, -3.822787, 0.157304], [-1.589270, -1.588879, -0.205471], [-0.920330, -0.309763, -0.253079], [-0.677999, 0.105330, -1.703601], [-2.023216, 0.149894, -2.453973], [-1.964131, 0.600049, -3.831636], [-1.014321, -0.084056, -4.688854], [-1.349348, 0.210596, -6.149268], [-1.277350, 1.711729, -6.404589], [-2.196046, 2.426327, -5.420226], [-1.834059, 2.035771, -3.989184], [-2.692082, -1.226377, -2.347471], [-2.872409, -1.603470, -0.877878], [1.427984, -2.806997, 0.007742], [2.502151, -2.624310, 0.811862], [1.503072, 1.251834, 3.714699], [1.063437, 3.325546, 5.656884], [-0.465897, 4.229493, 5.560782], [-0.470513, 2.460972, 5.507540], [0.991938, 3.445097, 1.203761], [2.449080, 1.814416, 0.027805], [3.276782, -0.158729, 1.188120], [3.168578, -2.706717, 3.860786], [4.063157, -1.792648, 2.619805], [0.065809, -2.113469, 2.896686], [0.022865, -0.355902, 0.293029], [-1.561384, 0.431496, 0.240156], [-0.199939, 1.085788, -1.723276], [-0.011879, -0.620787, -2.172303], [-2.671349, 0.867473, -1.932772], [-1.078498, -1.157734, -4.511218], [0.023153, 0.239738, -4.488828], [-2.359531, -0.145233, -6.355921], [-0.653916, -0.323429, -6.798993], [-1.569992, 1.938682, -7.431212], [-0.250151, 2.057181, -6.262370], [-3.229242, 2.133106, -5.611098], [-2.116168, 3.508707, -5.535045], [-2.515962, 2.529124, -3.292117], [-0.807954, 2.383918, -3.769220], [-2.075533, -1.987289, -2.826250], [-3.658674, -1.201022, -2.849477], [-3.283598, -2.609550, -0.780462], [-3.538442, -0.890242, -0.380279], [1.258523, 1.052762, 4.745044]], "atomic_forces_ev_per_a": [[-0.17, 0.27, -0.05], [-0.12, 0.08, 0.32], [0.05, -0.03, 0.02], [0.26, -0.26, -0.55], [-0.06, 0.09, 0.06], [-0.06, 0.08, 0.05], [0.12, -0.20, 0.24], [-0.06, 0.24, -0.11], [-0.09, 0.22, 0.09], [0.20, -0.26, -0.20], [-0.99, -0.03, 0.13], [0.74, -0.16, -0.13], [0.76, -0.14, 0.51], [-0.03, 0.02, -0.06], [0.07, -0.29, 0.00], [-0.16, 0.12, 0.02], [0.44, 0.28, -0.11], [-0.36, 0.17, 0.07], [0.14, -0.33, 0.07], [-0.05, 0.11, -0.01], [-0.16, -0.17, -0.23], [0.31, 0.07, 0.08], [-0.27, -0.10, -0.01], [0.30, 0.11, 0.09], [-0.24, 0.13, -0.12], [-0.03, 0.33, 0.24], [-0.25, -0.38, -0.20], [-0.85, -0.18, -1.01], [0.47, 0.18, 0.69], [0.05, -0.03, -0.07], [0.08, -0.06, 0.08], [-0.01, -0.01, -0.02], [-0.01, -0.12, 0.08], [-0.03, 0.07, -0.03], [0.03, 0.02, -0.09], [0.03, -0.11, -0.03], [0.05, 0.12, -0.17], [-0.10, -0.03, 0.07], [-0.12, 0.10, 0.23], [-0.14, 0.06, 0.00], [0.07, -0.02, 0.02], [0.08, 0.05, -0.02], [0.09, -0.01, -0.02], [0.03, -0.04, 0.00], [0.09, 0.00, 0.03], [-0.01, -0.07, 0.03], [-0.03, -0.08, -0.02], [-0.01, -0.05, -0.03], [0.07, 0.04, -0.03], [0.06, 0.03, -0.04], [-0.08, 0.04, 0.02], [-0.05, 0.04, -0.01], [0.06, -0.01, 0.04], [-0.02, 0.03, 0.03], [0.01, -0.07, -0.05], [-0.03, 0.00, -0.05], [-0.02, 0.19, 0.04], [0.00, -0.04, -0.01], [-0.05, 0.00, 0.16]], "smiles": "CC(=O)c1cccc(OCc2cc(C(=O)N3CCC(N4CCCCC4)CC3)no2)c1", "multiplicity": 1, "de_lowest_kcal_mol": 70.49, "homo_ev": -8.44, "total_energy_ev": -36981.00592}